This record from the Open Molecules 2025 dataset describes 2 unconnected molecules or ions with the total composition C2H8O2 in a non-equilibrium geometry. The level of theory is wB97M-V/def2-TZVPD.

Geometry as XYZ:
```
12
Properties=species:S:1:pos:R:3:forces:R:3:mulliken_charge:R:1
O -0.0343 1.1649 0.0728 0.482 -0.390 0.561 -0.45
O -0.0153 -1.9591 0.1258 2.190 3.935 3.982 -0.53
C -0.3122 1.9869 1.2008 0.344 3.803 -8.968 -0.95
C 0.0947 -1.9061 -1.2442 0.520 -1.455 -0.809 -0.62
H 0.4627 -1.0991 0.6548 -2.036 -3.539 -2.765 0.33
H 0.0557 1.8489 2.0278 5.854 -2.245 8.336 0.49
H -0.7482 -2.4131 -1.5792 -2.562 -0.054 -0.830 0.27
H 0.8237 1.4199 -0.1862 1.702 0.088 -1.018 0.26
H -0.1163 3.0629 0.9798 -1.207 -0.588 -0.051 0.24
H 0.7287 -2.6891 -1.6482 1.662 0.260 0.196 0.30
H 0.2188 -0.9941 -1.7872 0.118 0.856 0.184 0.26
H -1.1583 1.5769 1.3838 -7.067 -0.668 1.183 0.39
```
Forces are in eV/Å.

Its LUMO energy is 0.652 eV. For the energy above the lowest of the compared OMol25 structures with the same formula, charge and spin, the calculation gives 3.389 eV. As for the HOMO-LUMO gap: 10.2 eV. As for the total energy: -6295.02141 eV.

***

This record from the Open Molecules 2025 dataset describes C3H6N2O2 in the gas phase. The level of theory is wB97M-V/def2-TZVPD.

Geometry as XYZ:
```
13
Properties=species:S:1:pos:R:3:forces:R:3:mulliken_charge:R:1
O 0.6140 0.1720 1.5788 0.137 0.104 -0.257 -0.57
O -1.3984 0.6050 -0.4456 -0.200 0.119 0.094 -0.37
N 2.0474 -0.0060 -0.1707 -0.033 -0.130 0.037 -0.45
N -1.1390 -1.6624 -0.0949 -0.171 0.363 0.074 -0.59
C -1.6777 -0.5598 0.1887 -0.069 -0.276 -0.005 0.14
C 0.8810 0.3829 0.4129 -0.029 -0.055 0.116 0.52
C -0.0921 1.1521 -0.4795 0.180 0.125 -0.038 -0.27
H -1.5541 -2.3809 0.4978 0.173 0.008 -0.095 0.25
H -2.4557 -0.3957 0.9369 -0.061 -0.142 -0.107 0.39
H 2.1452 -0.0031 -1.1727 -0.123 -0.019 0.098 0.21
H -0.1928 2.1620 -0.0685 0.188 -0.074 -0.048 0.19
H 2.5695 -0.7084 0.3327 0.063 0.176 0.000 0.25
H 0.2529 1.2424 -1.5158 -0.055 -0.198 0.130 0.30
```
Forces are in eV/Å.

Its LUMO energy is 0.895 eV. For the energy above the lowest of the compared OMol25 structures with the same formula, charge and spin, the calculation gives 1.810 eV. As for the HOMO-LUMO gap: 10.9 eV. As for the total energy: -10282.98775 eV.

***

This record from the Open Molecules 2025 dataset describes C24H28N4O4S in the gas phase in a non-equilibrium geometry. The level of theory is wB97M-V/def2-TZVPD.

Geometry as XYZ:
```
61
Properties=species:S:1:pos:R:3:forces:R:3:mulliken_charge:R:1
S -0.1524 -2.6760 -0.8824 -0.003 -0.191 -0.590 -0.32
O -4.8148 -2.8524 -2.2585 0.145 -0.045 0.132 -0.45
O -0.1917 3.5315 -0.5362 -0.327 -0.374 -0.123 -0.49
O 0.4401 1.9885 0.9959 -0.178 0.199 -0.181 -0.68
O 3.4193 1.3991 2.5235 -0.082 -0.384 -0.280 -0.41
N -0.6688 -0.5673 0.6549 0.374 0.002 0.787 0.04
N 0.4581 -2.3150 1.6498 -0.153 0.339 -0.033 0.17
N 2.7269 -1.1633 2.1235 0.183 -0.013 0.101 0.03
N -2.0727 1.8313 -1.5875 0.164 0.408 0.017 0.02
C 0.2318 5.1186 1.2726 -0.018 -0.281 -0.304 -1.20
C -1.3915 0.0932 -0.3169 0.088 0.899 -0.469 0.69
C -3.1453 -1.5593 -1.2803 -0.424 -0.091 -0.256 0.19
C -5.8381 -3.0367 -3.2031 -0.123 -0.019 -0.098 -0.92
C -4.1790 -1.6450 -2.1980 0.319 0.062 0.365 0.35
C 2.9607 -0.3550 1.0069 0.127 0.204 0.003 1.05
C -2.8422 0.7649 -1.9346 -0.011 -0.548 0.207 -0.98
C 3.4790 1.3294 -1.1627 -0.010 -0.038 -0.102 -0.83
C 3.3123 0.9977 1.2177 0.087 -0.023 -0.035 0.16
C 2.8450 -2.5960 2.0312 0.008 -0.064 0.082 -0.86
C -1.1946 1.4424 -0.5989 -0.228 -0.892 0.015 -0.82
C 3.5591 1.8203 0.1327 0.050 0.129 0.231 -0.36
C 3.1762 0.0014 -1.3750 0.039 0.095 -0.156 -1.06
C -0.1143 -1.8162 0.5280 -0.141 -0.255 -0.191 0.31
C -3.8739 0.6686 -2.8587 -0.041 -0.015 -0.058 -1.46
C -2.4558 -0.3556 -1.1508 -0.258 0.365 -0.264 0.87
C 2.9263 -0.8318 -0.2973 0.013 0.019 0.174 -0.13
C 1.7160 -0.7498 3.0729 -0.114 0.028 0.145 -0.45
C 0.4489 -1.6345 2.9242 0.038 0.118 0.259 -1.05
C -0.2436 2.3134 0.0375 0.341 0.168 0.264 0.95
C 3.6538 2.7565 2.7917 0.052 0.216 0.038 -0.92
C 0.7504 4.4531 0.0050 0.409 0.326 0.398 0.32
C -4.5301 -0.5362 -2.9865 -0.081 0.000 -0.096 -0.32
C 1.5269 -3.2818 1.5677 0.220 -0.282 -0.116 -1.00
H 0.9515 5.8555 1.6187 0.065 0.103 0.050 0.40
H -0.1321 0.0975 1.2132 -0.099 -0.171 0.031 0.08
H 2.8593 3.3881 2.3809 0.016 -0.010 -0.021 0.28
H -5.3301 -0.6138 -3.7055 -0.073 -0.020 -0.056 0.41
H 4.6231 3.0887 2.4036 -0.051 -0.016 0.003 0.35
H 0.4443 -2.4160 3.6914 -0.054 0.077 -0.027 0.31
H 3.1093 -2.9555 3.0323 0.051 -0.042 -0.070 0.36
H 3.1176 -0.3953 -2.3769 -0.012 -0.038 -0.089 0.41
H -4.1587 1.5170 -3.4625 -0.053 0.066 -0.075 0.38
H -6.1636 -4.0691 -3.0840 -0.021 0.081 -0.053 0.25
H 0.0864 4.3728 2.0505 0.006 0.001 0.073 0.26
H 3.6642 -2.8427 1.3561 -0.010 -0.052 0.065 0.51
H 2.6767 -1.8624 -0.4893 -0.093 -0.121 0.034 0.42
H 1.2921 -4.1377 2.2089 0.013 0.016 -0.043 0.43
H -0.4648 -1.0502 3.0337 0.047 -0.078 0.038 0.42
H -2.8906 -2.4260 -0.6951 0.023 -0.079 0.042 0.72
H 1.5864 -3.6319 0.5366 -0.004 0.022 0.212 0.39
H 2.1138 -0.8429 4.0903 -0.107 0.087 0.003 0.55
H -0.7168 5.6134 1.0776 -0.060 0.090 0.012 0.37
H 3.6565 2.8442 3.8777 0.015 0.057 -0.075 0.30
H 1.6825 3.9165 0.2090 -0.110 0.120 -0.106 -0.24
H 0.9125 5.1874 -0.7871 0.008 -0.125 0.077 0.38
H 3.6673 1.9910 -1.9952 0.028 0.045 -0.068 0.40
H 3.8409 2.8513 0.2838 0.009 0.073 0.068 0.42
H -5.4764 -2.8905 -4.2264 -0.022 0.010 0.027 0.35
H 1.4754 0.2962 2.8966 -0.006 -0.063 0.067 0.14
H -2.1174 2.7605 -1.9672 -0.008 -0.076 0.037 0.19
H -6.6874 -2.3695 -3.0179 0.037 -0.019 -0.027 0.35
```
Forces are in eV/Å.

Its LUMO energy is 0.295 eV. For the energy above the lowest of the compared OMol25 structures with the same formula, charge and spin, the calculation gives 2.709 eV. As for the HOMO-LUMO gap: 7.7 eV. As for the total energy: -50328.16823 eV.